C4H8N2O | the ωB97M-V functional and the def2-TZVPD basis

E_HOMO ... -9.812 eV
SMILES string ... C[C@](O)(C#N)CN
Spin multiplicity ... 1

Last columns: bonded neighbours and bond lengths (Å).
CARTESIAN COORDINATES (ANGSTROEM)
1 C -1.212 0.850 1.143  C2 1.523, H8 1.094, H9 1.093, H10 1.094
2 C 0.000 0.193 0.495  C1 1.523, O3 1.410, C4 1.545, C6 1.498
3 O 0.790 -0.353 1.527  C2 1.410, H11 0.969
4 C -0.290 -0.864 -0.594  C2 1.545, N5 1.468, H12 1.101, H13 1.103
5 N 0.892 -0.942 -1.461  C4 1.468, H14 1.034, H15 1.011
6 C 0.803 1.241 -0.212  C2 1.498, N7 1.158
7 N 1.529 1.911 -0.815  C6 1.158
8 H -0.868 1.667 1.782  C1 1.094
9 H -1.749 0.128 1.764  C1 1.093
10 H -1.888 1.258 0.386  C1 1.094
11 H 1.457 -0.918 1.107  O3 0.969
12 H -1.229 -0.616 -1.114  C4 1.101
13 H -0.462 -1.828 -0.087  C4 1.103
14 H 1.383 -0.034 -1.517  N5 1.034
15 H 0.614 -1.156 -2.408  N5 1.011

C6H10 | the ωB97M-V functional and the def2-TZVPD basis

E_HOMO (alpha / beta) ... -7.864 / -7.865 eV
Spin multiplicity ... 1

Last columns: bonded neighbours and bond lengths (Å).
CARTESIAN COORDINATES (ANGSTROEM)
1 C -0.966 0.825 0.339  C2 1.560, C6 1.540, H7 1.092, H8 1.093
2 C -1.480 -0.234 -0.686  C1 1.560, C3 1.488, H9 1.101, H10 1.102
3 C -0.272 -0.912 -1.229  C2 1.488, C4 1.488
4 C 0.618 -1.415 -0.148  C3 1.488, C5 1.572, H11 1.097, H12 1.106
5 C 1.412 -0.121 0.260  C4 1.572, C6 1.542, H13 1.092, H14 1.096
6 C 0.533 1.144 0.179  C1 1.540, C5 1.542, H15 1.095, H16 1.098
7 H -1.128 0.443 1.349  C1 1.092
8 H -1.547 1.744 0.236  C1 1.093
9 H -2.118 0.227 -1.455  C2 1.101
10 H -2.130 -0.936 -0.138  C2 1.102
11 H 1.326 -2.163 -0.524  C4 1.097
12 H 0.155 -1.820 0.771  C4 1.106
13 H 2.282 -0.010 -0.390  C5 1.092
14 H 1.795 -0.264 1.278  C5 1.096
15 H 0.693 1.623 -0.792  C6 1.095
16 H 0.826 1.869 0.949  C6 1.098

Energy above the lowest of the compared OMol25 structures with the same formula, charge and spin in eV, matching the order above: 1.8014, 3.3786